No. 1
DFT (ωB97M-V/def2-TZVPD) results for C33H25MnN4O4 as an isolated structure.

The LUMO energy (spin up / spin down) comes out at -7.49 / -7.55 eV. The HOMO-LUMO gap (spin up / spin down) comes out at 6.73 / 6.68 eV. As for the total charge: +2. The calculation puts the strongest force on any atom at 1.0 eV/A. The energy above the lowest of the compared OMol25 structures with the same formula, charge and spin comes out at 9.1 kJ/mol. As for the expectation value of S²: 6.050. The value obtained for the highest occupied orbital energy (spin up / spin down) is -14.22 / -14.23 eV. The multiplicity is 5.

Geometry (Å):
Mn (0.709447, 0.688990, 0.395391)
C (1.362666, -2.085373, 3.711770)
O (0.860436, -0.792859, 4.216251)
C (0.737554, -0.026076, 3.172286)
N (0.943212, -0.538614, 2.007347)
C (1.161865, -1.994264, 2.184134)
C (2.290995, -2.519206, 1.341367)
C (2.086056, -3.642436, 0.549883)
C (3.114370, -4.132542, -0.243664)
C (4.345371, -3.495090, -0.251472)
C (4.553288, -2.372571, 0.540681)
C (3.530783, -1.887422, 1.338316)
C (0.378339, 1.400193, 3.264669)
C (0.187391, 2.183784, 4.388177)
C (-0.085916, 3.535721, 4.191882)
C (-0.131363, 4.075181, 2.907542)
C (0.076505, 3.215809, 1.844789)
N (0.290882, 1.916716, 2.041765)
C (0.173877, 3.510675, 0.402139)
N (0.482597, 2.545423, -0.392376)
C (0.573313, 3.076919, -1.769831)
C (0.064748, 4.525436, -1.572186)
O (-0.014349, 4.692476, -0.106385)
C (-0.233876, 2.233530, -2.723198)
C (-1.595712, 2.039350, -2.499666)
C (-2.329223, 1.220685, -3.341068)
C (-1.705360, 0.590123, -4.412104)
C (-0.351306, 0.785030, -4.640279)
C (0.384294, 1.606753, -3.796308)
H (0.783409, -2.866222, 4.192278)
H (2.410966, -2.152244, 3.996504)
H (0.234736, -2.492510, 1.887170)
H (1.121685, -4.138801, 0.555215)
H (2.953784, -5.011048, -0.853673)
H (5.145925, -3.872476, -0.872661)
H (5.514772, -1.877479, 0.534889)
H (3.701929, -1.008629, 1.952017)
H (0.261129, 1.757202, 5.378926)
H (-0.242864, 4.178550, 5.047560)
H (-0.309475, 5.128531, 2.740567)
H (1.625726, 3.055920, -2.056902)
H (-0.943065, 4.671047, -1.954032)
H (0.731319, 5.292348, -1.951543)
H (-2.090721, 2.524688, -1.663325)
H (-3.388637, 1.079849, -3.169875)
H (-2.279327, -0.043757, -5.074653)
H (0.136785, 0.297231, -5.472770)
H (1.445502, 1.743477, -3.967270)
O (1.834933, -1.250915, -2.716740)
C (1.249164, -0.855768, -1.757300)
O (1.778292, -0.005886, -0.864532)
C (-0.163542, -1.278707, -1.414442)
C (-0.644847, -2.481675, -1.938717)
C (-1.921652, -2.835788, -1.594070)
C (-2.682496, -2.002648, -0.737739)
C (-4.010482, -2.311802, -0.362101)
C (-4.704350, -1.486602, 0.476879)
C (-4.102464, -0.314367, 0.980810)
C (-2.819374, 0.013342, 0.638248)
C (-2.087450, -0.823087, -0.226210)
N (-0.808937, -0.491226, -0.576916)
H (-0.008301, -3.065237, -2.587018)
H (-2.367757, -3.752222, -1.960947)
H (-4.467234, -3.211297, -0.754755)
H (-5.720996, -1.724752, 0.756919)
H (-4.670214, 0.331831, 1.636933)
H (-2.356755, 0.924781, 1.003427)

Atomic forces in eV per Å
Mn -0.25 0.78 0.62
C 0.04 -0.07 -0.08
O -0.07 0.14 0.07
C 0.06 -0.27 -0.04
N -0.05 0.07 -0.14
C 0.04 -0.08 0.01
C -0.01 -0.03 0.00
C -0.01 0.03 -0.02
C 0.01 0.00 -0.01
C -0.02 0.00 0.01
C 0.02 0.01 0.00
C -0.01 -0.01 0.03
C -0.06 0.21 0.04
C 0.02 -0.02 -0.01
C 0.00 -0.01 -0.02
C 0.00 0.01 -0.02
C 0.00 -0.02 0.17
N 0.04 -0.32 -0.33
C 0.00 0.01 -0.25
N 0.18 -0.19 0.09
C -0.05 0.04 -0.10
C -0.01 -0.06 -0.07
O -0.07 0.01 0.16
C -0.03 -0.01 0.00
C 0.02 0.03 -0.02
C -0.03 0.00 0.02
C 0.03 0.01 0.00
C -0.03 -0.02 -0.01
C 0.03 -0.02 0.05
H 0.01 0.00 0.00
H -0.01 0.02 0.00
H 0.00 0.00 0.02
H 0.00 -0.01 0.00
H 0.00 0.00 0.00
H 0.00 0.00 0.00
H 0.00 0.00 0.00
H 0.01 0.00 0.00
H 0.00 -0.01 0.00
H 0.00 0.00 0.00
H 0.00 0.00 -0.01
H -0.02 0.02 -0.04
H 0.02 0.02 -0.01
H 0.02 -0.01 0.02
H -0.01 0.00 0.00
H 0.00 0.00 0.00
H 0.00 0.00 0.00
H 0.00 0.00 0.00
H 0.00 0.01 -0.01
O 0.00 -0.06 0.05
C 0.04 -0.18 -0.09
O -0.09 0.13 -0.05
C 0.69 -0.10 -0.16
C -0.50 0.20 0.02
C 0.01 0.00 0.04
C 0.07 0.07 0.00
C -0.07 0.00 0.03
C 0.01 -0.06 -0.04
C 0.06 0.05 0.01
C -0.02 0.03 0.05
C -0.06 -0.08 -0.11
N 0.06 -0.26 0.18
H -0.03 0.01 -0.04
H 0.02 -0.01 -0.01
H -0.01 0.00 0.00
H 0.00 -0.01 0.00
H 0.00 0.00 0.00
H -0.01 0.00 0.01

Results of the Mulliken charge analysis, in e, for atoms 1 through 4: atom 1 (Mn): -0.141, atom 2 (C): -0.477, atom 3 (O): -0.462, atom 4 (C): -0.046

=====

No. 2
DFT (ωB97M-V/def2-TZVPD) results for C33H26AsBr4NO8Tb as an isolated structure.

The LUMO energy (spin up / spin down) comes out at 1.89 / 1.89 eV. The HOMO-LUMO gap (spin up / spin down) comes out at 6.04 / 6.06 eV. As for the total charge: -1. The calculation puts the strongest force on any atom at 2.7 eV/A. The energy above the lowest of the compared OMol25 structures with the same formula, charge and spin comes out at 290.6 kJ/mol. As for the expectation value of S²: 12.043. The value obtained for the highest occupied orbital energy (spin up / spin down) is -4.16 / -4.17 eV. The multiplicity is 7.

Geometry (Å):
Tb (0.340757, -0.847722, 0.458008)
Br (-5.727514, 0.390846, 3.646919)
C (-4.024833, -0.295557, 3.235203)
C (-3.252171, -0.943909, 4.223302)
Br (-3.923911, -1.132983, 5.973909)
C (-2.008018, -1.442716, 3.905225)
Br (-0.947249, -2.340202, 5.178228)
C (-1.448722, -1.321336, 2.608619)
O (-0.313533, -1.797049, 2.305144)
C (-2.248897, -0.634453, 1.591724)
O (-1.788865, -0.495400, 0.401290)
C (-3.522031, -0.159882, 1.953996)
Br (-4.525310, 0.666776, 0.577951)
O (3.100350, -2.803809, -1.432618)
C (2.426406, -2.586445, -0.408593)
O (2.434871, -1.511819, 0.282305)
C (1.443780, -3.675887, -0.029865)
C (1.839745, -5.002338, 0.068580)
C (0.870938, -5.984734, 0.211039)
C (-0.506551, -5.623838, 0.187718)
C (-1.559979, -6.559560, 0.247838)
C (-2.880344, -6.154341, 0.164558)
C (-3.193185, -4.802852, 0.033576)
C (-2.182586, -3.855513, -0.005128)
C (-0.827955, -4.241932, 0.065738)
N (0.152095, -3.287253, -0.003727)
H (2.896820, -5.229798, 0.024204)
H (1.139835, -7.030283, 0.314300)
H (-1.306976, -7.608840, 0.356639)
H (-3.679859, -6.886496, 0.199790)
H (-4.232918, -4.502922, -0.037117)
H (-2.400101, -2.801017, -0.117334)
O (0.013445, 1.557549, -0.466207)
C (0.579538, 2.632356, 0.320554)
C (1.529321, 1.941313, 1.401496)
O (2.439183, 2.610486, 1.855036)
O (1.167294, 0.757644, 1.693171)
C (1.310590, 3.544459, -0.649195)
C (2.657337, 3.360077, -0.941712)
C (3.269926, 4.099752, -1.942757)
C (2.549050, 5.046266, -2.655834)
C (1.213453, 5.260210, -2.347869)
C (0.598478, 4.508693, -1.358099)
C (-0.438383, 3.360699, 1.169098)
C (-0.105507, 4.587556, 1.742112)
C (-0.991189, 5.219111, 2.598618)
C (-2.217173, 4.638076, 2.896191)
C (-2.552968, 3.420178, 2.329295)
C (-1.663455, 2.782857, 1.476108)
H (-0.904198, 1.766778, -0.675894)
H (3.236145, 2.660905, -0.357786)
H (4.318417, 3.936234, -2.160800)
H (3.027573, 5.615641, -3.443002)
H (0.647954, 6.016503, -2.878556)
H (-0.449685, 4.671543, -1.135607)
H (0.860219, 5.027216, 1.531156)
H (-0.723832, 6.169550, 3.043612)
H (-2.903055, 5.131311, 3.573646)
H (-3.512189, 2.966478, 2.551719)
H (-1.920248, 1.825135, 1.053339)
C (3.455657, 0.054701, -2.039151)
As (1.743568, -0.590664, -2.672855)
C (1.115764, 0.978402, -3.654186)
C (1.935466, -1.910009, -4.085301)
O (0.490044, -1.035327, -1.694368)
H (3.828864, 0.744824, -2.797231)
H (4.123748, -0.783033, -1.881213)
H (3.296402, 0.567336, -1.095734)
H (1.674425, 1.115872, -4.579771)
H (1.240114, 1.858465, -3.022956)
H (0.057551, 0.846394, -3.874946)
H (2.611119, -1.554644, -4.862420)
H (0.938824, -2.071539, -4.494652)
H (2.308326, -2.832056, -3.648452)

Atomic forces in eV per Å
Tb -0.34 1.28 1.02
Br -0.24 0.09 0.14
C 0.33 -0.48 1.18
C -1.14 0.71 -0.60
Br -0.12 0.01 0.16
C 0.65 -0.06 -0.80
Br 0.14 -0.09 0.02
C -2.43 0.78 0.80
O 1.13 -0.89 0.00
C -1.16 -0.31 2.17
O -0.41 0.12 -1.41
C 0.70 -0.25 -0.31
Br -0.02 -0.01 -0.13
O -0.28 -0.15 0.63
C 0.95 0.15 -0.18
O 1.10 -1.37 -0.44
C -2.13 0.76 -0.42
C -0.47 -1.49 0.22
C 0.27 0.84 -0.08
C 0.31 0.35 -0.05
C -0.55 -0.05 -0.01
C 0.79 -0.78 0.11
C 0.56 0.99 -0.06
C -0.60 -0.16 -0.05
C 0.50 -0.18 0.16
N 1.49 -1.24 -0.10
H -0.06 -0.10 0.00
H 0.03 0.04 -0.01
H -0.07 0.01 -0.02
H 0.11 0.00 0.02
H 0.12 0.10 0.02
H -0.04 0.06 0.05
O 0.17 0.50 0.28
C 0.41 -0.33 0.29
C -0.34 0.31 -0.54
O 0.07 -0.04 0.16
O 0.56 0.78 0.38
C 0.02 -0.05 -0.01
C 0.01 0.07 0.00
C 0.01 -0.03 -0.04
C 0.04 0.01 -0.01
C -0.03 0.02 -0.06
C 0.00 -0.05 -0.03
C -0.22 0.03 0.02
C 0.00 0.00 0.02
C 0.06 0.03 -0.01
C -0.02 -0.02 -0.01
C -0.14 0.08 0.07
C 0.11 0.07 -0.12
H -0.13 -0.13 -0.05
H 0.01 -0.02 0.02
H 0.01 0.02 0.00
H 0.00 0.04 0.02
H -0.01 -0.03 -0.03
H 0.01 0.01 0.03
H 0.02 0.02 0.01
H 0.03 0.00 0.00
H -0.01 0.00 -0.01
H 0.06 -0.08 -0.02
H -0.10 -0.14 0.02
C -0.14 -0.23 0.09
As 0.31 0.90 -2.08
C -0.01 -0.17 0.26
C 0.05 0.02 0.38
O 0.11 -0.33 -1.15
H -0.11 0.02 0.01
H -0.02 -0.03 0.02
H 0.02 0.03 0.02
H 0.06 -0.07 0.02
H -0.02 -0.01 0.02
H 0.01 -0.03 0.00
H -0.01 0.07 0.05
H 0.01 0.07 -0.01
H 0.03 0.02 0.01

Results of the Mulliken charge analysis, in e, for atoms 1 through 4: atom 1 (Tb): 0.289, atom 2 (Br): -0.188, atom 3 (C): 0.444, atom 4 (C): 0.146